The ion C8H11N3 with charge +2 in a non-equilibrium geometry, computed with wB97M-V/def2-TZVPD.

Bonds (Å) are listed after each position.
Atoms and positions in Å:
1 C -3.4347 -0.5637 -0.1662  C2 1.391, C3 1.393, H12 1.079
2 C -3.0726 0.7332 -0.5147  C1 1.391, C4 1.384, H13 1.080
3 C -2.4845 -1.4599 0.3174  C1 1.393, C5 1.385, H14 1.078
4 C -1.7590 1.1464 -0.3789  C2 1.384, C6 1.388, H15 1.079
5 C -1.1582 -1.0779 0.4275  C3 1.385, C6 1.387, H16 1.080
6 C -0.8277 0.2220 0.0733  C4 1.388, C5 1.387, C8 1.714
7 C 3.0426 -0.1729 -0.0635  N9 1.291, N11 1.337, H17 1.089
8 C 0.7985 0.7430 0.2265  C6 1.714, N10 1.290, N11 1.365
9 N 3.7986 -1.1852 -0.3305  C7 1.291, H18 1.019, H19 1.019
10 N 1.0526 1.9780 0.5007  C8 1.290, H20 1.017, H21 1.015
11 N 1.7090 -0.2476 -0.0013  C7 1.337, C8 1.365, H22 1.027
12 H -4.4625 -0.8780 -0.2665  C1 1.079
13 H -3.8113 1.4239 -0.8927  C2 1.080
14 H -2.7764 -2.4534 0.6172  C3 1.078
15 H -1.4811 2.1475 -0.6683  C4 1.079
16 H -0.4426 -1.7727 0.8418  C5 1.080
17 H 3.5228 0.7893 0.1084  C7 1.089
18 H 4.8117 -1.0923 -0.3807  N9 1.019
19 H 3.4352 -2.1206 -0.5098  N9 1.019
20 H 0.2848 2.6226 0.6739  N10 1.017
21 H 1.9834 2.3789 0.5602  N10 1.015
22 H 1.2716 -1.1605 -0.1738  N11 1.027

* relative energy (zero: lowest compared OMol25 entry of this formula, charge and spin): 0.00 kJ/mol
* gap between HOMO and LUMO (spin up / spin down): 6.10 / 6.20 eV
* net charge: +2
* highest occupied orbital energy (spin up / spin down): -0.504 / -0.670 Ha
* 2S+1: 3



The molecule C8H17ClO6P2S2, computed with wB97M-V/def2-TZVPD.

Bonds (Å) are listed after each position.
Atoms and positions in Å:
1 C -3.2957 1.6364 -1.0010  C2 1.511, H20 1.090, H21 1.091, H22 1.091
2 C -1.8319 1.4248 -1.3089  C1 1.511, O3 1.421, H23 1.097, H24 1.095
3 O -1.5174 0.0677 -1.0273  C2 1.421, C4 1.404
4 C -0.3814 -0.4325 -1.6825  O3 1.404, C5 1.517, H25 1.096, H26 1.091
5 C 0.2314 -1.5522 -0.8630  C4 1.517, P6 1.914, O9 1.455, C14 1.573
6 P 1.5943 -2.5067 -1.8083  C5 1.914, O7 1.635, Cl8 2.067
7 O 0.8390 -2.7223 -3.2420  P6 1.635, H27 0.969
8 Cl 2.7547 -0.8724 -2.3150  P6 2.067
9 O -0.7731 -2.6000 -0.7673  C5 1.455, S10 1.597
10 S -1.4960 -2.6803 0.6547  O9 1.597, O11 1.416, O12 1.416, O13 1.576
11 O -2.7301 -1.9874 0.6235  S10 1.416
12 O -1.4343 -4.0276 1.0865  S10 1.416
13 O -0.4139 -1.8358 1.4299  S10 1.576, C14 1.459
14 C 0.6346 -1.2232 0.6211  C5 1.573, O13 1.459, S15 1.827, P16 1.926
15 S 2.1490 -2.1336 1.0872  C14 1.827, H28 1.333
16 P 0.5979 0.6735 0.9515  C14 1.926, C17 1.827, C18 1.854
17 C -0.2952 0.6672 2.5455  P16 1.827, H29 1.090, H30 1.088, H31 1.092
18 C 2.3041 1.1841 1.4674  P16 1.854, C19 1.530, H32 1.087, H33 1.093
19 C 2.6441 2.5292 0.8221  C18 1.530, H34 1.090, H35 1.091, H36 1.092
20 H -3.9374 1.2310 -1.7826  C1 1.090
21 H -3.5472 1.1387 -0.0638  C1 1.091
22 H -3.5119 2.7009 -0.8983  C1 1.091
23 H -1.6182 1.6416 -2.3626  C2 1.097
24 H -1.1961 2.0812 -0.7063  C2 1.095
25 H -0.6941 -0.8809 -2.6329  C4 1.096
26 H 0.3580 0.3375 -1.9073  C4 1.091
27 H -0.0756 -3.0320 -3.1586  O7 0.969
28 H 2.5680 -1.2690 2.0113  S15 1.333
29 H 0.1600 0.0608 3.3282  C17 1.090
30 H -1.3157 0.3322 2.3693  C17 1.088
31 H -0.3363 1.7109 2.8651  C17 1.092
32 H 3.0463 0.4543 1.1526  C18 1.087
33 H 2.3407 1.2677 2.5562  C18 1.093
34 H 3.5999 2.9054 1.1875  C19 1.090
35 H 2.6999 2.4307 -0.2626  C19 1.091
36 H 1.8794 3.2800 1.0309  C19 1.092

* gap between HOMO and LUMO: 9.34 eV
* highest occupied orbital energy: -0.331 Ha
* SMILES: CCOC[C@]1(P(O)Cl)OS(=O)(=O)O[C@]1(S)P(C)CC



The molecule C16H24N2O4, computed with wB97M-V/def2-TZVPD.

Bonds (Å) are listed after each position.
Atoms and positions in Å:
1 O 2.2258 0.6709 -1.8291  C2 1.214
2 C 2.1438 0.2629 -0.6882  O1 1.214, C3 1.530, N16 1.362
3 C 1.2407 0.9409 0.3442  C2 1.530, N4 1.455, H23 1.092, H24 1.093
4 N -0.1617 0.6178 0.1286  C3 1.455, C5 1.455, C15 1.453
5 C -0.7232 1.2467 -1.0577  N4 1.455, C6 1.535, H25 1.091, H26 1.098
6 C -1.1920 2.6768 -0.7534  C5 1.535, O7 1.410, H27 1.099, H28 1.092
7 O -2.2126 2.7409 0.2175  C6 1.410, C8 1.409
8 C -3.5033 2.4433 -0.2638  O7 1.409, C9 1.532, H29 1.102, H30 1.097
9 C -4.4614 2.2460 0.9154  C8 1.532, O10 1.409, H31 1.095, H32 1.096
10 O -4.4302 0.9437 1.4519  C9 1.409, C11 1.412
11 C -3.7541 0.7672 2.6794  O10 1.412, C12 1.539, H33 1.094, H34 1.099
12 C -2.2287 0.5858 2.5823  C11 1.539, O13 1.415, H35 1.094, H36 1.094
13 O -1.8640 -0.7415 2.2531  C12 1.415, C14 1.411
14 C -1.8558 -1.0360 0.8730  O13 1.411, C15 1.539, H37 1.093, H38 1.095
15 C -0.4685 -0.7972 0.2521  N4 1.453, C14 1.539, H39 1.102, H40 1.092
16 N 2.7637 -0.8563 -0.2217  C2 1.362, C17 1.401, H41 1.011
17 C 3.5952 -1.7577 -0.8985  N16 1.401, C18 1.391, C22 1.394
18 C 3.9099 -1.6322 -2.2477  C17 1.391, C19 1.383, H42 1.077
19 C 4.7385 -2.5636 -2.8471  C18 1.383, C20 1.384, H43 1.080
20 C 5.2590 -3.6210 -2.1211  C19 1.384, C21 1.385, H44 1.079
21 C 4.9454 -3.7472 -0.7779  C20 1.385, C22 1.381, H45 1.080
22 C 4.1192 -2.8232 -0.1686  C17 1.394, C21 1.381, H46 1.082
23 H 1.3563 2.0216 0.2433  C3 1.092
24 H 1.5055 0.6550 1.3655  C3 1.093
25 H -1.5760 0.6528 -1.3913  C5 1.091
26 H 0.0012 1.2848 -1.8821  C5 1.098
27 H -1.5203 3.1564 -1.6863  C6 1.099
28 H -0.3684 3.2589 -0.3342  C6 1.092
29 H -3.8632 3.2754 -0.8901  C8 1.102
30 H -3.5078 1.5304 -0.8720  C8 1.097
31 H -4.2359 2.9942 1.6832  C9 1.095
32 H -5.4839 2.4018 0.5515  C9 1.096
33 H -4.1833 -0.1431 3.1086  C11 1.094
34 H -3.9686 1.6128 3.3473  C11 1.099
35 H -1.8012 0.7632 3.5731  C12 1.094
36 H -1.8042 1.2988 1.8699  C12 1.094
37 H -2.6301 -0.4665 0.3536  C14 1.093
38 H -2.0914 -2.1020 0.7895  C14 1.095
39 H -0.4073 -1.3254 -0.7136  C15 1.102
40 H 0.2534 -1.2521 0.9333  C15 1.092
41 H 2.6269 -1.0804 0.7548  N16 1.011
42 H 3.5083 -0.8096 -2.8144  C18 1.077
43 H 4.9785 -2.4584 -3.8946  C19 1.080
44 H 5.9051 -4.3430 -2.5969  C20 1.079
45 H 5.3453 -4.5680 -0.2012  C21 1.080
46 H 3.8757 -2.9244 0.8805  C22 1.082

* relative energy (zero: lowest compared OMol25 entry of this formula, charge and spin): 309.88 kJ/mol
* gap between HOMO and LUMO: 9.00 eV
* highest occupied orbital energy: -0.305 Ha
* SMILES: O=C(CN1CCOCCOCCOCC1)Nc1ccccc1